Version A
Computed, not measured: the ion C7H14P with charge +1, with ωB97M-V with the def2-TZVPD basis set.

The geometry in XYZ format:
```
22
Properties=species:S:1:pos:R:3:lowdin_charge:R:1
P 0.13253 0.83554 -0.21027 1.054
C 1.52207 1.00100 -1.29472 -0.235
C -1.10626 0.86517 2.59831 0.005
C -1.40854 1.21743 -1.06669 -0.185
C 0.33173 -0.54933 1.12218 -0.268
C 0.83812 -1.99642 -0.91217 -0.072
C -0.49385 -0.23062 2.33473 -0.184
C -0.10780 -1.10502 -0.15851 -0.371
H 1.75879 2.04469 -1.30199 0.051
H 1.48899 0.39026 -2.27002 0.094
H -1.82726 2.22816 -0.93690 0.073
H -2.21812 0.51280 -0.94243 0.065
H 1.52885 -2.24269 -0.06370 0.102
H -1.14911 -1.45576 -0.25939 0.141
H -1.77386 1.02471 3.40224 0.072
H 1.43232 -0.63116 1.25065 0.143
H -0.95080 -1.13699 2.83740 0.146
H -1.17045 1.25253 -2.08156 0.036
H -0.73672 1.78359 2.11224 0.066
H 2.43443 0.51608 -0.97657 0.066
H 1.10716 -1.36586 -1.82391 0.075
H 0.36777 -2.95811 -1.35890 0.126
```

Properties
HOMO level ... -13.91 eV
LUMO level ... -0.157 hartree
Total charge ... +1

---

Version B
Computed, not measured: a cluster of 2 separate species, C7H14P in total, with ωB97M-V with the def2-TZVPD basis set.

The geometry in XYZ format:
```
22
Properties=species:S:1:pos:R:3:lowdin_charge:R:1
P 0.07676 -1.45089 -0.45857 1.067
C -2.67303 -0.79321 -1.30125 -0.093
C -0.59889 -0.24653 2.48872 -0.039
C -0.57642 0.98962 1.98592 -0.251
C 2.65778 -0.43570 -1.12354 -0.117
C 0.62316 1.58764 1.32217 -0.128
C -1.20156 -0.90935 -1.50850 -0.321
C 1.31615 -0.66911 -1.46360 -0.309
H -0.84256 -0.56575 -2.51566 0.080
H -2.76171 -0.87855 -0.20626 0.079
H -1.22780 1.74189 2.29605 0.076
H 0.82580 -0.25637 -2.31330 0.040
H 2.77626 -0.78514 -0.15355 0.055
H 1.46540 1.06250 1.80243 0.079
H -1.22291 -0.73446 3.16797 0.043
H 0.68428 2.69465 1.48458 0.092
H 0.62417 1.49572 0.16932 0.070
H -3.04224 0.13177 -1.81576 0.117
H 0.35301 -0.77971 2.33013 0.038
H 3.31665 -1.05914 -1.72974 0.126
H -3.01117 -1.76120 -1.80810 0.140
H 2.95758 0.66253 -1.28575 0.155
```

Properties
HOMO level ... -12.87 eV
LUMO level ... -0.235 hartree
Total charge ... +1

---

Stability summary - winner: version A; margin: 1.530 eV.

---

Version A
Computed, not measured: the molecule C5H11NS2, with ωB97M-V with the def2-TZVPD basis set.

The geometry in XYZ format:
```
19
Properties=species:S:1:pos:R:3:lowdin_charge:R:1
S 0.72516 -0.87553 -1.58977 0.832
S 0.83903 -1.06345 -4.59022 0.673
N 0.53304 -0.30504 -3.17441 -0.894
C -0.28922 0.24301 0.75622 -0.684
C 0.63007 0.57079 1.98405 -0.071
C -1.74291 0.76143 0.93173 -0.041
C 0.44587 0.66044 -0.59263 -0.369
C -0.16245 -1.24096 0.68068 -0.132
H 0.81593 -1.74681 0.91215 0.074
H -2.00370 0.45583 1.94650 0.078
H -1.06105 -1.86550 0.95542 0.084
H -2.48947 0.13204 0.25122 0.131
H 1.49031 1.08211 -0.49446 0.079
H -1.69912 1.77744 0.69031 0.050
H 1.54878 -2.03077 -4.11528 -0.195
H 0.63283 1.70645 2.19958 0.108
H -0.17088 1.48281 -1.10821 0.109
H 1.74631 0.29740 1.64323 0.125
H 0.21147 -0.04168 2.71389 0.042
```

Properties
HOMO level (alpha / beta) ... -7.69 / -7.37 eV
LUMO level (alpha / beta) ... 0.001 / 0.003 hartree
Total charge ... 0

---

Version B
Computed, not measured: the molecule C5H11NS2, with ωB97M-V with the def2-TZVPD basis set.

The geometry in XYZ format:
```
19
Properties=species:S:1:pos:R:3:lowdin_charge:R:1
S 0.63289 1.78077 1.00755 0.811
S 0.82576 -1.09657 1.47063 0.677
N -0.68672 -1.29027 -1.15208 -0.101
C 0.28602 0.14787 0.56408 -1.120
C 0.53557 -1.89880 -1.74848 -0.144
C -1.97585 0.43587 -0.03460 -0.107
C -0.65138 0.02630 -0.62216 -0.821
C -0.36556 1.12234 -1.60795 -0.128
H -2.85619 0.04706 -0.80335 0.137
H 0.60787 -1.64499 -2.93286 0.112
H -2.20181 0.02688 1.12783 0.142
H 0.34544 -3.06072 -1.66501 0.109
H -2.02409 1.60507 0.22250 0.101
H -0.30923 2.28282 -1.24867 0.106
H -1.49052 -1.69132 -1.72808 0.152
H 0.58133 0.84376 -2.20625 0.103
H 1.49506 1.57830 1.98223 -0.124
H -1.08887 0.84723 -2.38893 0.083
H 1.43687 -1.75090 -1.25112 0.012
```

Properties
HOMO level ... -8.34 eV
LUMO level ... -0.001 hartree
Total charge ... 0
SMILES ... CNC(C)(C)C(=S)S

---

Stability summary - winner: version B; margin: 2.147 eV.

---

Version A
Computed, not measured: a cluster of 2 separate species, C2H3FSi in total, with ωB97M-V with the def2-TZVPD basis set.

The geometry in XYZ format:
```
7
Properties=species:S:1:pos:R:3:lowdin_charge:R:1
Si -0.79823 0.73698 0.32196 0.542
F 4.58354 0.72930 -0.09484 0.129
C 3.54730 -0.01105 -0.02983 -0.252
C 2.59306 -0.73528 0.07386 0.035
H -1.79872 1.96920 0.46147 -0.231
H 0.48841 1.32177 -0.14563 -0.273
H 1.77857 -1.41071 -0.29697 0.050
```

Properties
HOMO level ... -8.56 eV
LUMO level ... -0.041 hartree
Total charge ... 0

---

Version B
Computed, not measured: the molecule C2H3FSi, with ωB97M-V with the def2-TZVPD basis set.

The geometry in XYZ format:
```
7
Properties=species:S:1:pos:R:3:lowdin_charge:R:1
Si -0.37111 -0.33278 -1.15011 0.608
F 0.87193 1.07920 2.83214 0.083
C -0.03960 0.08760 0.65916 -0.248
C 0.46437 0.62106 1.67661 -0.199
H -1.66272 -0.85667 -1.05107 -0.105
H 0.40599 -1.53521 -1.38567 -0.094
H 0.33114 0.93681 -1.58107 -0.044
```

Properties
HOMO level ... -9.91 eV
LUMO level ... 0.024 hartree
Total charge ... 0
SMILES ... FC#C[SiH3]

---

Stability summary - winner: version B; margin: 2.224 eV.

---

Version A
Computed, not measured: the ion C6H11N with charge -1, with ωB97M-V with the def2-TZVPD basis set.

The geometry in XYZ format:
```
18
Properties=species:S:1:pos:R:3:lowdin_charge:R:1
N -2.67733 -1.59345 1.41917 -0.086
C -0.47453 0.66436 -0.77574 -0.276
C 3.44481 0.63424 -0.32136 -0.152
C -1.57647 -0.25436 -0.31271 -0.219
C 0.94124 0.28654 -0.72020 -0.168
C -1.78132 -0.65484 0.92847 -0.513
C 2.00628 1.03958 -0.46990 -0.215
H -3.30735 -2.09004 0.80664 -0.001
H -0.60701 1.66219 -0.32760 0.101
H -0.68176 0.94023 -1.82805 0.105
H 4.04898 1.28038 -0.96657 0.057
H 3.60283 -0.38054 -0.69149 0.062
H 3.78262 0.73387 0.70901 0.059
H -2.28414 -0.47540 -1.10180 0.067
H -2.68406 -1.70245 2.42406 -0.068
H 1.84668 2.08659 -0.20438 0.092
H 1.10332 -0.79357 -0.78648 0.104
H -1.09572 -0.39044 1.72695 0.050
```

Properties
HOMO level (alpha / beta) ... 1.41 / -3.92 eV
Spin multiplicity ... 2
⟨S²⟩ ... 0.750
LUMO level (alpha / beta) ... 0.135 / 0.130 hartree
Total charge ... -1

---

Version B
Computed, not measured: the ion C6H11N with charge -1, with ωB97M-V with the def2-TZVPD basis set.

The geometry in XYZ format:
```
18
Properties=species:S:1:pos:R:3:lowdin_charge:R:1
N 2.74904 -0.88064 0.21113 0.021
C -0.18919 0.24885 1.04999 -0.233
C -2.39261 -0.72588 0.09207 -0.298
C 1.00516 0.92205 0.49968 -0.323
C -1.50941 0.32301 0.61471 -0.229
C 2.11939 0.40894 -0.38440 -0.252
C -3.38650 -0.48874 -0.81224 -0.163
H -3.41322 0.43230 -1.39742 0.000
H 0.61462 1.67921 -0.08104 0.063
H -2.26114 -1.77298 0.24753 0.056
H 2.94550 1.14931 -0.42386 0.096
H -1.74136 1.32012 0.21600 0.067
H 1.68363 0.36021 -1.36405 0.081
H 1.52660 1.26510 1.36110 0.071
H -4.10735 -1.22686 -1.16610 -0.016
H 3.67119 -0.73219 -0.06361 0.002
H 2.47045 -1.67121 -0.22794 -0.005
H 0.21520 -0.61056 1.62845 0.063
```

Properties
HOMO level (alpha / beta) ... 0.02 / -2.22 eV
Spin multiplicity ... 2
⟨S²⟩ ... 0.769
LUMO level (alpha / beta) ... 0.147 / 0.139 hartree
Total charge ... -1

---

Version C
Computed, not measured: the ion C6H11N with charge -1, with ωB97M-V with the def2-TZVPD basis set.

The geometry in XYZ format:
```
18
Properties=species:S:1:pos:R:3:lowdin_charge:R:1
N 0.96034 1.63828 -0.28672 -0.094
C -2.07216 -2.16298 0.61027 -0.206
C -0.84055 -1.74152 0.05737 -0.283
C 1.78804 -0.65956 -0.48258 -0.135
C 0.72877 0.24641 -0.02417 -0.446
C -0.14464 2.64604 0.05254 -0.120
C -0.52442 -0.28490 0.28246 -0.169
H -1.10390 2.09254 0.17953 0.056
H 1.64749 -1.74265 -0.17705 0.070
H -0.27317 3.33316 -0.79048 0.054
H -0.17746 -2.47827 -0.54341 0.075
H -2.30666 -1.70235 1.61076 -0.001
H -1.07422 0.22863 1.04206 0.056
H 0.10075 3.19891 0.95272 0.046
H -2.47023 -3.16788 0.44766 -0.039
H 1.23612 1.74696 -1.24504 0.054
H 2.70166 -0.50546 -0.08148 0.011
H 1.82424 -0.68535 -1.60445 0.071
```

Properties
HOMO level (alpha / beta) ... 0.42 / -2.01 eV
Spin multiplicity ... 2
⟨S²⟩ ... 0.787
LUMO level (alpha / beta) ... 0.153 / 0.149 hartree
Total charge ... -1

---

Stability summary - winner: version A; margin: 0.799 eV.

---

Version A
Computed, not measured: the molecule C8H7NO2, with ωB97M-V with the def2-TZVPD basis set.

The geometry in XYZ format:
```
18
Properties=species:S:1:pos:R:3:lowdin_charge:R:1
O 3.76974 -0.21056 -0.16223 0.082
O -3.30201 -0.59133 -0.19141 0.038
N 1.88886 1.10939 0.07055 0.161
C 2.58619 -0.05925 -0.08486 -0.482
C -1.00573 -1.15224 0.03778 0.038
C 0.28444 -0.60401 0.10352 -0.129
C 1.61503 -1.23803 0.04035 -0.045
C -0.59976 1.69011 -0.00110 -0.008
C 0.53583 0.85371 -0.00254 -0.175
C -1.98943 -0.20510 -0.02108 -0.323
C -1.95780 1.19480 0.07342 0.011
H -0.48229 2.74113 -0.24186 0.098
H -3.56050 -1.46494 -0.10174 0.062
H -1.17210 -2.12136 0.31355 0.099
H -2.83193 1.89254 0.04955 0.133
H 1.83007 -1.95509 -0.81082 0.152
H 2.41412 1.89109 -0.07160 0.126
H 1.97727 -1.77085 1.00053 0.163
```

Properties
HOMO level ... -7.95 eV
LUMO level ... 0.025 hartree
Total charge ... 0
SMILES ... O=C1Cc2cc(O)ccc2N1

---

Version B
Computed, not measured: the molecule C8H7NO2, with ωB97M-V with the def2-TZVPD basis set.

The geometry in XYZ format:
```
18
Properties=species:S:1:pos:R:3:lowdin_charge:R:1
O -2.53571 1.10159 1.57052 0.054
O -3.07534 0.35360 -0.99934 -0.069
N 1.95898 -0.35426 1.12387 0.001
C 0.79444 -0.34461 -0.75903 -0.202
C -0.19245 0.78428 1.21203 0.038
C -1.55841 0.64748 0.87488 -0.376
C -1.68904 0.17389 -0.46965 -0.215
C -0.64874 -0.21264 -1.26202 0.038
C 2.01354 -0.84044 -1.11570 -0.058
C 0.88907 0.26851 0.48187 -0.294
C 2.74532 -1.01747 0.14364 -0.086
H 2.32831 -1.37092 -2.03461 0.103
H -3.04251 0.12750 -2.03614 0.162
H -1.00289 -0.88179 -2.08890 0.119
H -0.00177 1.23478 2.30360 0.159
H 3.83493 -1.56203 0.45338 0.164
H -3.25682 1.47062 0.77049 0.241
H 2.43909 0.42191 1.83111 0.221
```

Properties
HOMO level ... -7.56 eV
LUMO level ... 0.018 hartree
Total charge ... 0
SMILES ... Oc1cc2cc[nH]c2cc1O

---

Stability summary - winner: version A; margin: 3.313 eV.

---

Version A
Computed, not measured: a structure of composition C4H6NP, with ωB97M-V with the def2-TZVPD basis set.

The geometry in XYZ format:
```
12
Properties=species:S:1:pos:R:3:lowdin_charge:R:1
P -1.20767 1.26585 -0.07077 0.869
N -2.23235 -0.06107 0.10064 -0.263
C 1.67943 0.70136 -0.20094 -0.117
C -0.14492 -1.07306 -0.14634 -0.127
C 0.28214 0.21119 -0.05780 -0.494
C -1.57179 -1.16196 -0.02199 -0.288
H 1.84368 1.04823 -1.22115 0.078
H 0.48552 -1.94043 -0.25383 0.101
H -2.10747 -2.10005 -0.00747 0.097
H -1.28931 1.67057 1.40692 -0.001
H 2.38935 -0.09818 0.00550 0.075
H 1.87339 1.53756 0.46722 0.069
```

Properties
HOMO level ... -9.46 eV
LUMO level ... 0.012 hartree
Total charge ... 0

---

Version B
Computed, not measured: the molecule C4H6NP, with ωB97M-V with the def2-TZVPD basis set.

The geometry in XYZ format:
```
12
Properties=species:S:1:pos:R:3:lowdin_charge:R:1
P 1.58700 1.14042 -0.02366 0.883
N 1.99767 -1.74624 0.14587 0.021
C -1.21780 0.59728 0.09282 -0.303
C 0.00368 1.54838 0.05370 -0.472
C -0.81521 -0.82981 -0.19178 -0.030
C 1.31897 -0.70099 0.00258 -0.466
H -1.16720 -0.99392 -1.16636 0.053
H 3.05344 -1.72177 0.17996 0.068
H -1.82471 0.85720 -0.69742 0.072
H -1.56977 0.78651 1.03921 0.076
H -0.88894 -1.54701 0.49602 0.012
H -0.47711 2.60994 0.06905 0.086
```

Properties
HOMO level ... -8.14 eV
LUMO level ... 0.004 hartree
Total charge ... 0

---

Stability summary - winner: version A; margin: 3.110 eV.